[1]
Entry from OMol25: a cluster of 2 separate species, C5H12OP in total in a non-equilibrium geometry (wB97M-V/def2-TZVPD).

Output
Spin multiplicity: 1
Molecular weight, g/mol: 119.12
E_HOMO (alpha / beta), eV: -12.11 / -13.49
Total charge: +1
Energy relative to the best compared isomer or geometry (same formula, charge and spin), kJ/mol: 349.0

CARTESIAN COORDINATES (ANGSTROEM)
C 2.84 1.18 -1.39
C 0.12 1.25 1.26
C -2.20 -0.39 0.27
C 0.45 -1.65 0.62
C -0.27 0.13 -1.51
O 2.17 0.47 -0.76
P -0.37 -0.06 0.17
H 2.61 1.79 -2.16
H 1.15 1.18 1.25
H -0.08 0.87 2.25
H -0.31 2.23 1.06
H -2.76 0.43 -0.20
H -2.30 -0.51 1.35
H -2.25 -1.32 -0.19
H -0.23 -2.21 1.27
H 1.36 -1.62 1.15
H 0.41 -2.18 -0.34
H 0.00 1.10 -1.94
H -0.35 -0.69 -2.16


[2]
Entry from OMol25: a structure of composition C37H42As2BrN5O6S2SeSi2Sn (wB97M-V/def2-TZVPD).

Output
Spin multiplicity: 1
Molecular weight, g/mol: 1200.50
E_HOMO (alpha / beta), eV: -0.19 / 0.01
Total charge: -2
Energy relative to the best compared isomer or geometry (same formula, charge and spin), kJ/mol: 29.5

CARTESIAN COORDINATES (ANGSTROEM)
Sn 0.33 -0.75 0.36
Se 6.60 -0.53 -4.64
N 5.42 -1.84 -4.14
C 4.59 -1.24 -3.29
C 3.49 -1.97 -2.67
C 3.22 -3.29 -2.93
C 2.14 -3.92 -2.28
C 1.37 -3.21 -1.40
N 1.57 -1.90 -1.14
C 2.64 -1.27 -1.76
C 2.85 0.08 -1.48
N 1.97 0.68 -0.62
C 2.13 1.97 -0.32
C 3.14 2.75 -0.86
C 4.05 2.16 -1.76
C 3.92 0.82 -2.09
C 4.80 0.13 -3.00
N 5.83 0.76 -3.60
H 3.86 -3.83 -3.62
H 1.92 -4.97 -2.44
H 0.57 -3.68 -0.84
H 1.40 2.38 0.37
H 3.22 3.79 -0.59
H 4.85 2.73 -2.20
C 0.80 2.83 4.58
C 1.57 1.69 3.98
C 2.77 1.22 4.50
C 3.41 0.14 3.92
C 2.82 -0.45 2.82
Br 3.62 -1.92 1.96
N 1.69 -0.01 2.30
C 1.07 1.03 2.87
H 0.99 2.91 5.65
H -0.27 2.67 4.44
H 1.08 3.78 4.12
H 3.20 1.69 5.38
H 4.34 -0.25 4.32
H 0.12 1.32 2.43
O -2.16 -3.46 2.55
As -0.41 -3.45 2.64
O 0.11 -4.98 2.84
O 0.20 -2.71 1.26
C 0.14 -2.45 4.23
C 1.22 -3.06 4.86
C 1.79 -2.50 6.00
C 1.27 -1.32 6.52
C 0.19 -0.71 5.90
C -0.38 -1.27 4.76
S -1.77 -0.42 4.01
O -1.66 0.96 4.46
O -2.96 -1.13 4.47
O -1.55 -0.61 2.58
H -2.54 -2.65 2.92
H 1.59 -3.99 4.45
H 2.64 -2.98 6.47
H 1.71 -0.87 7.40
H -0.22 0.21 6.28
C -3.64 -0.89 -0.37
Si -2.71 -1.79 -1.73
C -2.28 -3.53 -1.18
C -3.70 -1.79 -3.39
C -4.87 -2.38 -3.87
C -5.28 -2.13 -5.17
C -4.54 -1.30 -6.00
C -3.37 -0.71 -5.54
C -2.93 -0.95 -4.24
Si -1.43 -0.47 -3.17
C 0.17 -0.94 -4.03
C -1.38 1.39 -2.86
H -4.59 -1.41 -0.20
H -3.85 0.14 -0.67
H -3.08 -0.86 0.57
H -3.22 -4.03 -0.89
H -1.62 -3.55 -0.32
H -1.83 -4.09 -2.00
H -5.46 -3.03 -3.23
H -6.19 -2.59 -5.55
H -4.88 -1.12 -7.02
H -2.80 -0.07 -6.21
H 0.06 -0.65 -5.08
H 0.39 -2.01 -3.99
H 1.04 -0.41 -3.62
H -1.38 1.88 -3.84
H -0.47 1.68 -2.32
H -2.23 1.74 -2.27
C -0.29 4.64 -1.17
As -1.78 4.31 0.03
C -3.30 4.92 -1.00
C -1.57 5.67 1.40
S -1.96 2.39 0.77
H -0.24 5.71 -1.39
H -0.45 4.07 -2.08
H 0.63 4.30 -0.70
H -3.18 5.96 -1.30
H -4.20 4.80 -0.40
H -3.38 4.28 -1.89
H -1.81 6.66 1.02
H -0.53 5.65 1.74
H -2.22 5.40 2.23


[3]
Entry from OMol25: a structure of composition C34H28FIN7O7SeW in a non-equilibrium geometry (wB97M-V/def2-TZVPD).

Output
Spin multiplicity: 1
Molecular weight, g/mol: 1055.34
E_HOMO, eV: -10.68
Total charge: +1
Energy relative to the best compared isomer or geometry (same formula, charge and spin), kJ/mol: 119.8

CARTESIAN COORDINATES (ANGSTROEM)
W -0.45 0.61 -0.21
C -0.65 4.92 -1.98
C -0.83 3.67 -1.17
N -0.35 2.52 -1.50
N 0.29 2.39 -2.72
C 0.65 1.17 -2.87
O 0.66 0.46 -1.76
C 0.87 0.54 -4.15
C 0.79 1.33 -5.30
C 0.93 0.68 -6.52
C 1.07 -0.68 -6.55
C 1.12 -1.49 -5.40
C 1.06 -0.85 -4.19
C -1.76 3.60 -0.03
C -2.64 4.63 0.27
C -3.66 4.42 1.23
C -3.69 3.19 1.87
C -2.79 2.19 1.45
N -1.84 2.38 0.57
H -1.43 5.68 -1.83
H -0.71 4.59 -3.03
H 0.27 5.36 -1.71
H 0.62 2.37 -5.26
H 0.93 1.33 -7.44
H 1.11 -1.17 -7.48
H 1.20 -2.61 -5.56
H 1.19 -1.43 -3.25
H -2.63 5.57 -0.24
H -4.43 5.18 1.23
H -4.42 2.93 2.58
H -2.86 1.20 1.93
C 1.15 4.02 2.16
C 1.98 2.81 2.40
N 2.93 2.81 3.28
C 3.69 1.71 3.56
C 3.49 0.52 2.90
C 4.20 -0.74 3.24
O 3.14 -1.61 3.62
C 2.53 0.48 1.89
C 2.14 -0.70 1.11
N 1.10 -0.80 0.31
C 0.62 -1.93 -0.35
C 1.18 -3.20 -0.54
C 0.40 -4.06 -1.26
C -0.84 -3.73 -1.73
C -1.40 -2.48 -1.56
C -0.60 -1.53 -0.90
I -4.19 -0.41 -0.39
C 1.76 1.64 1.67
O 0.71 1.64 0.85
H 1.51 4.92 2.74
H 0.10 3.87 2.36
H 1.23 4.30 1.12
H 4.35 1.77 4.46
H 4.89 -0.68 4.09
H 4.82 -1.08 2.41
H 3.50 -2.26 4.21
H 2.81 -1.52 1.09
H 2.18 -3.41 -0.17
H 0.87 -5.04 -1.56
H -1.34 -4.40 -2.44
H -2.35 -2.16 -1.97
F -3.83 -4.30 0.43
C -2.64 -4.20 1.03
C -2.33 -3.08 1.72
N -1.04 -2.99 2.35
C -0.53 -1.84 3.03
C -1.34 -0.58 2.57
O -2.03 0.01 3.33
O -1.38 -0.25 1.26
C -0.19 -4.09 2.41
O 0.87 -4.11 3.00
N -0.58 -5.14 1.61
C -1.76 -5.32 0.87
O -1.93 -6.27 0.18
H -2.93 -2.25 1.88
H 0.56 -1.76 2.85
H -0.72 -1.95 4.09
H 0.08 -5.92 1.69
Se -2.44 0.62 -1.85


[4]
Entry from OMol25: a structure of composition C30H32IrN3S4 in a non-equilibrium geometry (wB97M-V/def2-TZVPD).

Output
Spin multiplicity: 2
Molecular weight, g/mol: 755.09
E_HOMO (alpha / beta), eV: -10.40 / -10.33
Total charge: +1
Energy relative to the best compared isomer or geometry (same formula, charge and spin), kJ/mol: 0.0

CARTESIAN COORDINATES (ANGSTROEM)
Ir 0.14 0.07 0.39
S -1.07 0.40 2.64
C -2.70 -0.23 2.57
C -3.68 0.34 3.38
C -4.99 -0.10 3.30
C -5.34 -1.11 2.40
C -4.37 -1.70 1.62
C -3.05 -1.26 1.71
S -1.75 -2.00 0.79
C -2.46 -1.93 -0.89
C -1.43 -1.53 -1.91
C -1.45 -2.16 -3.15
C -0.51 -1.80 -4.10
C 0.39 -0.79 -3.79
C 0.28 -0.11 -2.59
C 1.12 1.10 -2.38
S 2.27 0.43 -1.12
C 2.97 1.86 -0.42
C 3.84 2.66 -1.17
C 4.45 3.76 -0.60
C 4.18 4.08 0.73
C 3.31 3.31 1.48
C 2.69 2.19 0.91
S 1.64 1.23 1.93
N -0.58 -0.54 -1.64
H -3.40 1.13 4.07
H -5.75 0.36 3.92
H -6.37 -1.44 2.33
H -4.63 -2.51 0.95
H -3.27 -1.21 -0.86
H -2.86 -2.91 -1.13
H -2.19 -2.92 -3.36
H -0.49 -2.30 -5.06
H 1.14 -0.48 -4.50
H 0.74 1.92 -1.80
H 1.82 1.34 -3.17
H 4.06 2.38 -2.19
H 5.13 4.37 -1.18
H 4.66 4.94 1.18
H 3.11 3.54 2.52
C 1.30 -5.11 0.68
C 2.18 -4.00 1.26
C 2.16 -4.06 2.80
C 3.62 -4.13 0.75
C 1.61 -2.69 0.87
C 1.08 -1.63 0.64
H 1.69 -6.09 0.98
H 1.29 -5.07 -0.41
H 0.28 -5.02 1.04
H 2.58 -5.01 3.14
H 1.14 -3.97 3.17
H 2.75 -3.25 3.21
H 4.04 -5.09 1.08
H 4.24 -3.32 1.14
H 3.65 -4.10 -0.34
C 0.16 5.32 -1.29
C -0.59 4.10 -0.86
C -1.88 3.68 -1.08
C -1.96 2.38 -0.55
N -0.79 2.02 -0.03
N 0.03 3.09 -0.22
C -3.16 1.50 -0.54
H -0.53 6.11 -1.57
H 0.78 5.08 -2.16
H 0.83 5.68 -0.50
H -2.67 4.24 -1.55
H 0.96 3.10 0.17
H -4.06 2.12 -0.55
H -3.19 0.88 0.35
H -3.18 0.86 -1.43


[5]
Entry from OMol25: a structure of composition C19H17FN4O9Pt (wB97M-V/def2-TZVPD).

Output
Spin multiplicity: 1
Molecular weight, g/mol: 659.44
E_HOMO, eV: -1.83
Total charge: -2
Energy relative to the best compared isomer or geometry (same formula, charge and spin), kJ/mol: 52.5

CARTESIAN COORDINATES (ANGSTROEM)
Pt 0.60 0.64 0.12
C 0.57 4.85 -0.06
C 1.10 3.44 -0.01
O 0.18 2.56 0.06
C 2.48 3.23 -0.05
C 3.15 1.98 -0.03
C 4.66 1.96 -0.05
N 2.52 0.85 -0.01
N 3.23 -0.35 0.01
C 2.42 -1.35 0.10
O 1.12 -1.29 0.12
C 3.00 -2.72 0.14
C 2.16 -3.82 0.21
C 2.69 -5.11 0.24
C 4.06 -5.30 0.21
C 4.91 -4.20 0.14
C 4.38 -2.92 0.10
H -0.52 4.81 -0.07
H 0.91 5.35 -0.97
H 0.92 5.42 0.80
H 3.10 4.11 -0.09
H 5.05 2.97 -0.07
H 5.02 1.40 -0.91
H 5.02 1.44 0.84
H 1.09 -3.65 0.24
H 2.02 -5.96 0.30
H 4.47 -6.31 0.24
H 5.98 -4.35 0.12
H 5.03 -2.05 0.05
O -3.32 4.41 -1.74
C -3.67 3.73 -0.77
O -3.05 2.83 -0.15
H -4.70 3.96 -0.36
F -5.42 0.74 2.55
C -5.09 -0.10 1.56
C -4.30 0.29 0.55
N -4.00 -0.56 -0.49
C -3.09 -0.11 -1.54
C -1.65 0.05 -1.08
O -0.78 0.25 -1.94
O -1.42 0.07 0.17
C -4.42 -1.86 -0.51
O -4.16 -2.67 -1.39
N -5.22 -2.22 0.56
C -5.64 -1.43 1.63
O -6.38 -1.89 2.49
H -3.87 1.31 0.47
H -3.40 0.86 -1.90
H -3.12 -0.84 -2.35
H -5.55 -3.17 0.55
O 0.94 0.72 2.01


[6]
Entry from OMol25: a cluster of 9 separate species, C5H31N3O8 in total in a non-equilibrium geometry (wB97M-V/def2-TZVPD).

Output
Spin multiplicity: 2
Molecular weight, g/mol: 261.32
E_HOMO (alpha / beta), eV: -5.09 / -11.36
Total charge: +1
Energy relative to the best compared isomer or geometry (same formula, charge and spin), kJ/mol: 177.3

CARTESIAN COORDINATES (ANGSTROEM)
C 2.50 -0.79 1.67
C 1.12 -1.09 1.08
C 0.50 0.21 0.51
C -0.24 0.01 -0.79
C -1.44 -0.58 -0.90
N -2.18 -0.56 -2.04
N 0.45 0.73 -1.87
N 0.27 -1.68 2.14
H 3.24 -0.52 0.92
H 2.93 -1.68 2.12
H 2.48 0.07 2.35
H 1.32 -1.67 0.17
H 1.35 0.90 0.35
H 0.02 0.84 1.28
H -1.73 -1.15 -0.03
H -1.99 0.14 -2.74
H -2.97 -1.15 -2.19
H 0.09 0.45 -2.77
H 0.45 1.75 -1.74
H 1.38 0.31 -1.95
H 0.56 -2.61 2.45
H -0.69 -1.70 1.76
H 0.21 -1.04 2.97
H -1.77 -4.34 1.97
H -2.16 -3.13 2.98
O -2.09 -3.43 2.06
H -1.66 -1.93 4.77
H -0.87 -0.63 4.79
O -0.80 -1.56 4.50
H -1.52 2.51 -4.33
H -1.20 2.75 -3.00
O -1.33 1.95 -3.56
H 3.06 -1.90 -3.21
H 1.91 -1.32 -4.01
O 2.22 -1.44 -3.11
H -3.30 -1.96 1.61
H -3.43 -0.68 2.53
O -3.09 -1.02 1.70
H -0.27 3.56 -0.74
H -0.64 4.22 -2.25
O -0.27 3.53 -1.70
H 2.87 2.27 -2.90
H 3.51 0.84 -3.08
O 2.72 1.37 -3.21
H -0.57 3.90 2.01
H 0.86 3.93 1.57
O 0.17 3.31 1.84


[7]
Entry from OMol25: the ion C4H4F3N3 with charge +2 in a non-equilibrium geometry (wB97M-V/def2-TZVPD).

Output
Spin multiplicity: 1
Molecular weight, g/mol: 151.09
E_HOMO (alpha / beta), eV: -21.05 / -20.89
Total charge: +2
Energy relative to the best compared isomer or geometry (same formula, charge and spin), kJ/mol: 606.0

CARTESIAN COORDINATES (ANGSTROEM)
C -1.11 -1.93 0.00
C -3.63 0.02 -0.04
C -1.25 0.56 -0.02
C 0.92 -0.45 -0.15
N -2.23 -2.38 -0.21
N -0.57 -0.55 0.04
N -2.59 0.75 -0.01
F -0.15 -2.79 -0.01
F -4.77 0.35 -0.03
F -0.60 1.68 0.12
H 1.64 -0.51 0.75
H 1.36 -1.44 -0.55
H 1.22 0.44 -0.68
H -2.77 1.78 -0.11


[8]
Entry from OMol25: an isolated molecule of C4H6S3 in a non-equilibrium geometry (wB97M-V/def2-TZVPD).

Output
Spin multiplicity: 1
Molecular weight, g/mol: 150.29
E_HOMO, eV: -8.79
Structure (SMILES): CSC(=S)CC=S
Total charge: 0
Energy relative to the best compared isomer or geometry (same formula, charge and spin), kJ/mol: 41.3

CARTESIAN COORDINATES (ANGSTROEM)
C -0.41 2.19 -1.28
S 0.51 1.31 -0.01
C 0.19 -0.33 -0.43
S -0.66 -0.88 -1.70
C 0.81 -1.22 0.65
C -0.16 -1.55 1.79
S -0.63 -3.03 2.20
H -0.16 3.22 -1.22
H -0.14 1.82 -2.28
H -1.47 2.09 -1.17
H 1.67 -0.75 1.12
H 1.17 -2.18 0.23
H -0.72 -0.69 2.09